No. 1
Below is C36H58BrN5O6SScSi as an isolated structure, with properties calculated with ωB97M-V/def2-TZVPD.

XYZ file:
```
109
Properties=species:S:1:pos:R:3
H 5.56 -2.54 -0.75
H -0.53 -3.47 0.65
H -0.18 -4.65 6.78
C -3.99 1.47 1.90
C 1.63 5.08 1.73
H -2.63 2.70 -3.99
O 0.04 1.74 -0.40
O 2.11 -2.71 1.51
H -2.35 4.12 -5.01
C 3.20 4.38 -2.93
H -2.69 -3.55 -0.25
H -2.42 5.45 -1.49
C 1.09 -2.36 2.11
H -0.83 6.00 -4.14
H 1.32 -2.68 -0.37
N 0.47 -2.53 -0.91
C 3.68 2.86 -1.01
H -4.83 1.25 3.85
H 2.70 -3.70 3.76
H -1.58 4.52 0.55
N -2.86 1.64 -0.21
H 1.52 -3.35 -2.57
C 1.38 -4.24 5.36
H 1.84 4.05 2.03
C 3.02 2.97 -2.38
C -2.86 1.25 1.09
H 2.80 4.46 -3.94
C -1.48 4.27 -3.04
H 3.55 1.85 -0.62
H 4.75 3.06 -1.08
H 1.17 6.95 -0.20
C -0.98 0.13 -2.94
C -1.95 -3.10 -0.91
C 5.60 -1.48 -0.98
C 0.07 -4.18 5.84
H -0.87 0.26 -4.03
H -2.17 -3.47 -1.91
N 2.40 -0.02 0.36
O 1.62 2.66 -2.29
N 0.33 -0.19 -2.34
H 2.53 5.51 1.29
C -1.78 0.23 2.86
H -0.62 3.50 1.63
H -4.85 1.97 1.48
H 0.00 7.19 1.11
H -1.87 -1.83 -3.23
C 4.15 0.59 1.86
H -1.03 2.98 -4.71
H 1.38 5.66 2.62
N -1.78 0.59 1.56
H 6.63 -1.15 -0.83
H 3.10 1.99 -4.30
C 0.26 6.55 0.26
C 2.83 0.57 1.46
H -0.34 -4.50 -0.76
C -0.78 4.52 1.30
C -1.90 3.47 -4.26
H -0.08 5.85 -2.54
H 3.50 0.94 -2.92
H -1.35 -2.43 3.31
H 2.09 -1.09 -2.97
H -0.18 -3.08 -2.81
H -1.29 1.10 -2.55
Br 1.52 1.40 2.54
H 4.26 4.63 -2.97
H -2.76 0.13 4.75
H 2.70 5.11 -2.29
C -2.69 4.94 -2.41
H -3.13 5.66 -3.09
H 3.24 3.56 -0.31
C 3.31 -0.66 -0.39
C -0.55 -3.47 -0.44
H -0.88 -0.27 3.19
C 3.61 1.94 -3.33
H -1.96 1.90 -0.60
Si 0.42 3.06 -1.25
H 4.67 2.13 -3.49
C -0.91 -3.54 5.10
H 6.12 -0.06 1.34
O 0.92 4.36 -0.42
H 2.93 -1.17 -1.26
C 0.49 5.12 0.72
C 1.02 -1.30 -3.00
H 2.14 -4.75 5.94
H -3.00 -0.51 -3.07
H 0.44 4.79 -3.86
C -2.83 0.45 3.72
C 4.66 -0.71 -0.09
H 0.76 -1.35 -4.07
H -3.62 2.26 -0.48
H -0.55 6.61 -0.46
H 4.44 1.10 2.77
C -2.06 -0.90 -2.70
H 0.90 0.65 -2.42
C 5.08 -0.06 1.06
H -3.46 4.19 -2.17
C 0.71 -2.65 -2.35
O 0.26 -1.47 1.65
C -3.97 1.07 3.21
C 0.72 -2.98 3.42
C -0.42 5.29 -3.41
Sc 0.03 -0.14 0.16
O -0.98 3.31 -2.09
H -1.13 5.11 2.15
C -0.59 -2.93 3.90
H -1.93 -3.51 5.46
S -2.30 -1.31 -0.94
H 5.35 -1.35 -2.03
C 1.70 -3.65 4.15
```

energy above the lowest of the compared OMol25 structures with the same formula, charge and spin	0.0	kJ/mol
charge	+1

=====

No. 2
Below is C32H52Br15NO4S as an isolated structure, with properties calculated with ωB97M-V/def2-TZVPD.

XYZ file:
```
105
Properties=species:S:1:pos:R:3
Br 13.22 1.37 -0.27
Br 4.64 -3.10 4.30
C -6.67 -3.80 -2.11
Br -1.20 3.84 4.10
Br 13.36 1.52 -3.45
H 6.26 -1.09 1.30
C 7.76 -3.83 -0.02
H -2.33 3.06 0.89
H -4.79 0.80 3.15
C 12.99 0.41 -1.92
C -4.74 1.39 2.23
Br -2.83 1.67 5.75
C -5.55 -4.61 -2.33
C -6.96 0.20 1.95
Br 4.76 0.01 3.62
H -5.14 -0.11 0.78
H 2.84 -1.41 4.23
C -0.17 2.18 -0.45
H -5.45 -2.15 -1.91
H -2.51 0.61 -0.68
C -1.39 2.32 -1.36
C -7.86 -0.76 1.16
H -6.09 -1.89 0.49
C -6.50 -2.32 -2.15
Br -1.00 3.77 7.27
Br -3.01 6.76 0.49
Br 7.09 4.10 -1.74
H 5.30 0.59 0.45
H -5.96 1.39 0.44
C -7.91 -5.82 -1.79
H -1.12 1.87 -2.31
H 8.24 -5.61 -1.15
C -7.30 -1.44 -1.22
H -8.62 -0.24 0.59
H 3.21 1.16 0.19
H 4.76 1.22 -2.42
H -2.61 1.52 2.53
O -6.69 -1.65 -3.43
C 8.44 3.98 -0.37
H -4.60 -4.13 -2.54
H -6.73 -0.23 2.92
C 3.39 1.62 -0.79
H -4.95 7.18 1.96
H 5.73 -1.46 -1.38
C 6.54 -3.02 0.43
H 2.35 1.78 -2.63
H 7.25 -0.61 -1.49
H -0.30 2.75 0.47
H 6.70 -4.82 -1.61
H 3.76 2.63 -0.64
H -3.12 0.34 1.33
C -3.30 1.34 1.71
C 2.08 1.62 -1.58
H -1.59 3.38 -1.51
C 1.10 2.74 -1.17
H 8.37 -4.11 0.84
C -6.72 -6.51 -2.02
Br -6.05 5.88 0.17
C 6.39 -0.79 -0.85
O -7.01 0.75 -3.94
H -0.01 1.14 -0.19
C 7.36 -5.09 -0.79
Br 9.87 2.81 -0.90
H 1.59 0.65 -1.52
H 7.87 -1.33 0.66
Br 11.25 -0.41 -2.04
H -6.73 -7.59 -1.97
N -5.55 -5.94 -2.30
C -4.64 6.31 1.41
H 8.85 4.97 -0.25
H 8.36 -3.19 -0.67
H 0.77 3.24 -2.08
H -8.41 -1.35 1.89
H 13.72 -0.39 -1.92
H -7.56 1.09 2.16
C -3.07 2.35 0.55
H 6.25 -3.31 1.44
H 3.99 -0.21 -1.69
Br -4.35 4.89 2.68
H -4.01 2.88 0.39
H -8.36 -1.44 -1.46
O -6.81 -0.12 -1.58
C -2.66 1.68 -0.78
H 6.36 1.38 -0.70
C 4.45 0.76 -1.48
C -7.14 -1.77 0.25
H -8.76 -3.84 -1.66
H 1.57 3.47 -0.52
H -7.60 -2.74 0.39
H -0.40 2.06 5.60
H -8.84 -6.32 -1.57
C -5.71 0.70 1.24
C -1.23 2.73 5.67
C -7.88 -4.43 -1.84
H -3.47 1.85 -1.49
Br 7.69 3.46 1.32
H -5.09 2.41 2.42
H 5.70 -3.25 -0.22
C 6.81 -1.50 0.46
C 5.68 0.55 -0.57
C 3.69 -1.58 3.59
S -6.29 -0.13 -3.11
H 6.85 -5.78 -0.11
Br 3.01 -1.93 1.83
O -4.88 0.02 -3.06
```

energy	-40614.530397	Ha

=====

M / g/mol: 841.902 1745.398